[1]
A structure of composition C32H46BrN2NiO3Si3 in a non-equilibrium geometry, computed with ωB97M-V with the def2-TZVPD basis set.

Structure (XYZ):
```
88
Properties=species:S:1:pos:R:3:forces:R:3
C 2.26199 4.19493 1.86293 -0.1 0.1 0.0
C 2.76927 2.47632 -2.99758 -0.1 0.1 -0.1
C 0.12386 7.39590 -0.98103 0.0 0.0 0.0
H -2.87156 0.00957 -1.19090 0.0 0.0 0.0
H -1.40489 -1.35729 -1.62988 0.0 0.0 0.0
H -0.61273 5.34129 1.59783 0.0 0.0 0.0
C -4.13303 -3.30335 1.67574 0.0 0.0 0.0
C -0.52351 -3.05784 -0.67564 0.1 0.0 0.1
C -0.31980 5.64062 0.59731 -0.1 0.0 0.0
H 2.97664 2.16082 -4.02323 0.0 0.0 0.0
H -4.90308 -3.96858 1.30202 0.0 0.0 0.0
C 0.77825 -2.71190 1.25705 0.0 0.1 -0.1
H 1.21820 -4.78744 0.73460 0.0 0.0 0.0
H 0.89312 4.37124 -2.26787 -0.1 0.0 0.0
C 1.39972 -0.13766 -2.71044 -0.1 -0.1 0.1
H 2.52751 -3.64937 0.38943 0.0 0.0 0.0
N -3.59412 -2.44246 0.81673 -0.2 -0.1 0.0
C 0.52224 5.09117 -1.55567 0.1 0.0 0.0
C -0.29871 6.98765 0.27713 0.0 0.0 0.0
H 2.74516 3.56696 -2.97977 0.0 0.0 0.0
H -2.19112 -0.94272 0.56705 0.0 -0.1 0.1
C 0.05289 4.65535 -0.32195 0.0 0.1 0.0
H 0.05644 -3.93514 -0.98646 0.0 0.0 0.0
H 4.68125 2.28808 1.67532 0.0 0.1 0.0
O 0.32273 -2.14659 0.02670 -0.1 -0.4 -0.1
H 0.13062 8.44600 -1.24451 0.0 0.0 0.0
H 4.30628 -1.50461 0.25153 0.0 0.0 0.0
C -3.85600 2.93628 0.13621 0.0 -0.1 0.0
H 3.45549 0.61579 3.36241 0.0 0.1 0.0
H 0.71961 -0.42380 -3.51534 0.0 0.0 -0.1
H 0.91196 6.73834 -2.86345 0.0 0.0 0.0
H 5.56238 0.93865 0.95858 0.1 0.0 0.0
C -1.46978 2.72436 -0.00412 0.3 -0.2 -0.1
O -0.46098 0.00918 2.20325 -0.1 -0.5 -0.3
H 2.71625 4.39777 0.89281 0.0 0.0 0.0
C -2.76189 -2.51655 3.47667 0.0 0.1 -0.1
C -3.98371 1.68246 -0.45701 0.1 0.1 0.1
H 3.39383 -1.06422 2.84337 0.0 0.0 0.0
H 1.86935 5.13306 2.25849 0.0 0.1 0.0
C -1.10146 -0.64639 3.06974 -0.2 -0.1 0.1
H 3.04563 3.85414 2.54253 0.1 -0.1 0.0
H 4.75043 2.11522 -0.07655 0.0 0.0 -0.1
H -0.32451 3.32800 -3.59891 0.0 0.1 0.0
C 0.15846 2.74055 3.38179 -0.1 0.0 0.0
C -2.59902 3.46534 0.35529 -0.1 -0.1 -0.1
Ni 0.09506 0.42379 0.22620 -0.3 1.5 -0.1
H -4.94625 1.24454 -0.67900 0.0 0.0 0.0
H -1.30789 -3.40238 0.00596 0.0 0.0 0.0
O -0.96314 -0.59194 4.29566 0.1 0.0 0.1
H -2.42238 -2.52168 4.50295 0.0 0.0 0.0
H -0.44022 -2.34077 -2.71738 0.1 0.0 0.0
Si 3.08748 0.50670 0.91076 0.4 0.6 0.0
H 0.95283 2.64020 4.12553 0.0 0.0 0.0
C -1.13420 -2.38290 -1.88295 0.0 0.1 0.1
H -0.50973 1.89703 3.50544 -0.1 0.0 0.0
C 0.55138 6.43930 -1.88709 0.0 0.0 0.0
H -2.03342 -2.91374 -2.19495 0.0 0.0 0.0
Br -4.56332 -4.63101 4.15430 0.0 -0.1 0.1
C -0.05103 3.19678 0.06588 0.3 0.2 0.1
C 1.72524 -3.88850 1.08647 0.0 0.0 0.0
C -0.27173 2.25814 -3.40849 0.1 -0.1 -0.1
H 2.17433 -4.12145 2.05311 0.0 0.0 0.0
C 3.51130 -0.92645 -0.22783 0.0 0.0 0.0
H 2.66842 -1.57984 -0.42797 -0.1 -0.1 0.0
H 3.60708 2.16164 -2.37114 0.0 0.0 0.0
H -2.48732 4.45071 0.77953 0.0 0.0 0.0
C -2.64470 -1.62674 1.27307 0.1 0.1 0.0
H -1.21712 1.95537 -2.96170 -0.1 -0.1 0.0
H 1.89692 -0.13010 3.01163 -0.1 0.0 0.0
H -0.59600 7.71954 1.01789 0.0 0.0 0.0
C -2.82355 0.99141 -0.73684 0.0 0.4 0.2
H -0.37372 3.67387 3.58985 0.0 0.0 0.0
C 1.63057 1.55827 0.57014 0.6 -0.8 0.8
C -3.74036 -3.36990 3.00573 0.1 0.2 -0.2
H -0.17911 1.75325 -4.37393 0.0 0.0 0.0
Si 1.17634 1.69510 -2.33352 0.2 0.3 0.1
H 1.17622 -0.76490 -1.84910 0.0 0.0 0.0
C 0.93392 2.13033 -0.54431 -0.7 -0.5 -0.3
C -2.19242 -1.61548 2.58127 0.1 0.0 0.2
H 1.25903 -1.89328 1.78475 0.0 0.0 0.0
C 4.66925 1.56258 0.86136 0.0 -0.1 0.0
H 2.41868 -0.36762 -3.02456 0.0 0.0 -0.1
C 2.94039 -0.08035 2.69737 -0.1 -0.1 -0.1
H -4.73517 3.50747 0.40789 0.0 0.0 0.0
H -0.09378 -3.01841 1.84662 0.0 0.0 0.0
Si 0.95342 2.84325 1.70003 0.3 0.1 -0.3
H 3.89123 -0.56676 -1.18532 0.0 0.0 0.0
N -1.60108 1.47802 -0.47674 -0.7 -0.9 -0.1
```
Positions in Å, forces in eV/Å.

The value obtained for the HOMO energy (alpha / beta) is -3.763 / -3.764 eV. As for the charge: -1. The max |F| comes out at 1.6 eV/A. The LUMO energy (alpha / beta) comes out at 2.414 / 2.414 eV.

These are the Mulliken partial charges, in e, on atoms 1 to 5: C -1.47; C -1.31; C -0.58; H 0.39; H -0.04

---

[2]
A structure of composition C3H5Li2O4 in a non-equilibrium geometry, computed with ωB97M-V with the def2-TZVPD basis set.

Structure (XYZ):
```
14
Properties=species:S:1:pos:R:3:forces:R:3
C -0.26823 -0.95183 0.47107 -1.6 -2.0 0.0
H 2.59709 1.98818 0.72601 0.1 0.5 -0.2
H 0.04170 -1.89519 0.96449 -1.0 0.7 2.6
O 1.65332 1.78521 0.75301 1.1 0.9 -0.1
Li 0.43726 0.35302 2.88917 0.1 -0.1 -0.3
O 0.92439 -0.17856 0.74009 -0.9 -1.0 0.3
H -2.71414 -0.45647 -0.05351 0.7 0.1 0.2
C -1.76206 -0.04478 -0.45040 0.9 0.0 -0.1
O 1.41091 0.64025 -1.24784 0.5 0.7 0.0
C 1.38224 0.75942 -0.04762 -1.2 -1.0 -1.0
Li -0.11894 -0.96850 -2.60820 -0.3 0.7 0.7
H -1.56024 1.00707 -0.15773 -0.2 -0.5 0.2
O -1.51295 -0.30693 -1.71121 0.0 -0.3 0.2
H -0.51034 -1.73088 -0.26732 1.6 1.0 -2.6
```
Positions in Å, forces in eV/Å.

The value obtained for the HOMO energy (alpha / beta) is -3.616 / -8.742 eV. As for the charge: 0. The spin multiplicity is 2. The max |F| comes out at 3.2 eV/A. The LUMO energy (alpha / beta) comes out at -0.720 / -0.820 eV.

These are the Mulliken partial charges, in e, on atoms 1 to 5: C -0.58; H 0.38; H 0.40; O -0.33; Li -0.46

---

[3]
The molecule C3H5NO in a non-equilibrium geometry, computed with ωB97M-V with the def2-TZVPD basis set.

Structure (XYZ):
```
10
Properties=species:S:1:pos:R:3:forces:R:3
C 0.16679 -0.67063 -1.18444 0.2 -0.2 -0.1
H -0.44813 -1.51124 -1.51109 0.0 0.1 0.0
C -0.33973 0.08983 1.65561 0.0 -0.7 0.8
H -0.91227 1.83965 0.63003 0.1 -0.1 0.0
H 0.86252 -1.04983 -0.42622 -0.1 0.1 0.0
H 0.77468 1.36030 0.38450 -0.1 -0.1 0.0
H 0.73419 -0.28177 -2.03777 0.0 -0.1 0.1
N -0.41995 -0.64950 2.54211 0.1 0.8 -0.9
O -0.69931 0.33470 -0.68330 -0.1 0.1 0.0
C -0.25490 0.98000 0.47232 0.0 0.2 0.1
```
Positions in Å, forces in eV/Å.

The value obtained for the HOMO energy is -10.857 eV. As for the charge: 0. The max |F| comes out at 1.2 eV/A. The LUMO energy comes out at 0.813 eV.

These are the Mulliken partial charges, in e, on atoms 1 to 5: C -0.65; H 0.24; C 0.30; H 0.27; H 0.32